Below is one molecule with the formula C5H8N2O2S, with properties calculated with the ωB97M-V functional and the def2-TZVPD basis.

Output
Multiplicity: 3
HOMO (alpha / beta) (eV): -6.27 / -9.88
HOMO-LUMO gap (alpha / beta) (eV): 6.300 / 6.603
Max |F| (eV/A): 2.87
DFT total energy (hartree): -853.207221

The geometry in XYZ format:
```
18
Properties=species:S:1:pos:R:3:forces:R:3
C 0.12773 0.23236 2.35476 0.77 0.66 -0.16
C 1.13813 -0.02066 1.35902 -0.32 -0.40 -1.30
C 0.76983 0.47186 -0.06203 0.25 -0.14 0.07
C -0.38728 -0.26072 -0.74343 0.14 0.19 0.04
C -1.73509 -0.08417 -0.02379 0.67 -0.02 -0.61
N -1.63731 -0.56436 1.31461 -0.94 2.13 0.72
N -1.47936 -1.84821 1.52587 1.14 -2.45 0.95
O -0.80736 -2.14259 2.51550 -0.50 -0.26 -0.56
O -2.01179 -2.66209 0.79188 -0.34 0.14 -0.31
S -0.28986 0.88815 3.68302 -0.90 0.57 1.20
H 2.05239 0.49679 1.68344 -0.30 -0.16 0.07
H 1.34322 -1.09611 1.32825 0.31 -0.14 -0.16
H 0.54342 1.53714 -0.01139 0.05 0.11 -0.02
H 1.66281 0.34470 -0.67944 -0.06 0.08 -0.08
H -0.49056 0.13003 -1.75672 -0.03 -0.11 -0.04
H -0.15973 -1.32587 -0.81177 -0.04 -0.07 -0.09
H -2.01332 0.97060 0.03380 0.00 -0.14 0.08
H -2.51997 -0.63733 -0.55678 0.10 0.02 0.20
```
Positions in Å, forces in eV/Å.

Below is one molecule with the formula C5H8N2O3, with properties calculated with the ωB97M-V functional and the def2-TZVPD basis.

Output
HOMO (eV): -9.26
HOMO-LUMO gap (eV): 9.664
Max |F| (eV/A): 5.27
DFT total energy (hartree): -530.477345
SMILES string: [H]/N=C(/CC(=O)NC)C(=O)O

The geometry in XYZ format:
```
18
Properties=species:S:1:pos:R:3:forces:R:3
C 1.24148 -0.39300 -0.98049 -0.48 2.28 1.20
C 0.70443 -0.31189 2.02116 0.09 -0.12 -0.76
N 0.29921 0.72164 1.06544 0.97 0.73 -0.96
C -1.48395 0.33542 -0.34749 -0.51 -3.79 -3.62
C 1.01086 0.88772 -0.20268 1.21 1.66 2.07
C -0.20881 -0.64669 -1.16095 -2.57 -2.30 1.39
O -1.73865 1.39964 -1.12575 0.66 1.15 -0.07
N -0.55879 -1.81244 -1.52692 0.14 1.37 -1.46
O -2.36124 -0.30614 0.17808 1.02 0.89 0.54
O 1.23468 2.01705 -0.58345 -0.20 -1.03 -0.08
H -2.65379 1.37494 -1.44394 -0.09 0.07 0.69
H 0.15789 1.63661 1.48089 0.17 -0.06 -0.14
H -1.53437 -1.85201 -1.82981 -0.22 -0.27 1.01
H 1.72141 -1.15133 -0.36472 -0.01 -0.15 -0.31
H 1.74057 -0.15407 -1.92010 0.03 -0.23 0.20
H 0.41019 -1.27522 1.60718 -0.14 -0.19 0.28
H 1.78872 -0.32067 2.14736 0.02 0.01 0.18
H 0.23017 -0.14958 2.98618 -0.10 -0.02 -0.15
```
Positions in Å, forces in eV/Å.

Below is one molecule with the formula C5H8N2O3, with properties calculated with the ωB97M-V functional and the def2-TZVPD basis.

Output
HOMO (alpha / beta) (eV): -6.86 / -7.33
HOMO-LUMO gap (alpha / beta) (eV): 7.051 / 7.618
Max |F| (eV/A): 4.08
DFT total energy (hartree): -530.385314

The geometry in XYZ format:
```
18
Properties=species:S:1:pos:R:3:forces:R:3
C 2.07502 -0.16618 0.09772 -2.40 -0.95 2.74
C 1.25320 0.67009 -0.78043 2.41 -0.23 -1.90
C -0.92010 1.48072 0.18144 -3.03 -0.93 0.74
C -1.55316 -1.16751 0.12901 3.85 0.54 1.24
C 0.87714 -1.00864 0.85766 0.48 -1.72 1.06
N 0.29321 1.59076 -0.47062 0.04 -1.68 1.39
N -1.69634 0.24108 0.33068 0.80 -1.36 -1.24
O -1.49297 2.46054 0.60189 0.44 0.15 -0.34
O -2.45838 -1.87929 -0.58598 0.46 1.29 -0.73
O -0.18844 -1.57833 -0.00358 -0.38 0.52 -0.22
H 2.83104 -0.77788 -0.42417 -0.74 0.22 0.07
H 1.79787 0.89034 -1.69019 -0.48 0.35 -0.31
H 0.40071 -0.31168 1.59863 0.52 -0.74 -0.56
H 2.61788 0.38426 0.95611 -0.79 -0.61 -1.13
H 1.29046 -1.95933 1.40191 -0.66 1.96 -0.79
H 0.22997 2.24280 -1.18357 -0.32 1.93 -1.07
H -2.69301 0.28112 0.40815 -0.37 1.78 0.59
H -2.66409 -1.39288 -1.42464 0.18 -0.54 0.49
```
Positions in Å, forces in eV/Å.

Below is one molecule with the formula C5H8N2O3, with properties calculated with the ωB97M-V functional and the def2-TZVPD basis.

Output
HOMO (eV): -10.19
HOMO-LUMO gap (eV): 10.548
Max |F| (eV/A): 3.59
DFT total energy (hartree): -530.494889
SMILES string: [H]/N=C(O)/C(=N\C)OCC=O

The geometry in XYZ format:
```
18
Properties=species:S:1:pos:R:3:forces:R:3
C -0.74349 -1.22215 -2.20861 -0.18 0.04 -0.55
N 0.14167 -0.62228 -1.24002 -0.05 0.24 0.70
C -0.19918 0.27121 -0.42410 -0.15 -0.26 -0.70
O 0.61909 0.64111 0.58720 0.10 0.49 0.32
C 1.74522 -0.16469 0.85432 0.48 -0.33 -0.41
C 2.38282 0.32227 2.13075 0.52 -0.08 0.23
O 3.39394 -0.16824 2.56798 -0.55 0.25 -0.20
C -1.54267 0.92017 -0.21106 -1.74 -1.22 2.89
N -2.59945 0.63165 -0.83624 -1.01 0.66 0.59
H -0.22863 -2.07377 -2.67170 -0.11 0.28 0.14
H -1.67906 -1.57896 -1.75470 0.22 0.20 -0.05
H -1.00754 -0.50287 -2.99734 -0.03 -0.23 0.18
H 1.47142 -1.22520 0.97071 -0.03 0.28 -0.10
H 2.46455 -0.10045 0.02300 -0.12 -0.08 0.29
H 1.87259 1.16517 2.64758 0.04 -0.14 -0.09
O -1.78251 1.35237 1.12928 1.32 0.19 -1.41
H -0.92263 1.47395 1.55705 -0.10 0.02 0.06
H -3.38614 0.88072 -0.12411 1.36 -0.31 -1.90
```
Positions in Å, forces in eV/Å.

no.,molecular weight (g mol⁻¹)
1,160.20
2,144.13
3,144.13
4,144.13